No. 1
A 12-piece molecular cluster, C41H63F6NO19P overall at a distorted geometry, computed with the ωB97M-V functional and the def2-TZVPD basis.

Properties
F_max (Eh/bohr): 0.0406
Gap between HOMO and LUMO (eV): 8.6539
Calculated total energy (Eh): -4025.42271

```
! RIJCOSX wB97M-V def2-TZVPD def2/J DEFGRID3
* xyz -1 1
P 0.170 0.423 0.259
F -0.792 -0.521 -0.682
F -1.169 1.024 0.962
F 0.117 -0.833 1.319
F 1.094 1.268 1.265
F 1.475 -0.262 -0.413
F 0.181 1.624 -0.791
O -1.883 -6.184 -1.464
C -1.080 -5.467 -0.938
O -0.662 -4.335 -1.547
C 0.522 -3.789 -0.954
C 0.583 -4.436 0.457
C -0.395 -5.593 0.426
H 0.347 -2.734 -0.788
H 1.475 -3.983 -1.440
H 0.202 -3.717 1.183
H 1.600 -4.693 0.747
H -1.137 -5.600 1.218
H 0.059 -6.584 0.325
O -3.059 -3.381 1.123
C -3.820 -2.875 0.357
O -4.997 -2.262 0.724
C -5.662 -1.715 -0.421
C -4.575 -1.592 -1.471
C -3.701 -2.786 -1.173
H -6.153 -0.782 -0.167
H -6.368 -2.463 -0.797
H -4.025 -0.657 -1.339
H -5.013 -1.529 -2.468
H -2.657 -2.540 -1.371
H -3.974 -3.742 -1.617
O 2.871 -2.848 -3.431
C 3.590 -1.964 -3.072
O 4.670 -2.179 -2.291
C 5.427 -0.960 -2.133
C 4.405 0.161 -2.372
C 3.390 -0.492 -3.319
H 6.253 -0.996 -2.842
H 5.751 -0.941 -1.094
H 4.880 1.020 -2.847
H 3.915 0.450 -1.444
H 3.547 -0.277 -4.376
H 2.344 -0.278 -3.103
O -2.960 6.416 2.673
C -2.170 5.547 2.903
O -1.259 5.649 3.890
C -0.459 4.434 3.984
C -0.569 3.804 2.598
C -1.981 4.246 2.176
H -0.931 3.812 4.747
H 0.522 4.771 4.300
H -0.537 2.721 2.563
H 0.164 4.260 1.932
H -2.715 3.517 2.522
H -2.087 4.399 1.106
O 0.035 4.232 -6.466
C 0.538 3.743 -5.498
O -0.114 3.560 -4.336
C 0.745 3.078 -3.298
C 2.168 3.151 -3.868
C 1.985 3.262 -5.366
H 0.549 2.026 -3.093
H 0.615 3.625 -2.369
H 2.698 2.235 -3.614
H 2.664 4.015 -3.424
H 2.151 2.291 -5.825
H 2.594 4.040 -5.821
O -4.320 1.829 5.806
C -4.072 1.174 4.836
O -4.736 1.273 3.681
C -3.993 0.610 2.663
C -3.191 -0.511 3.338
C -2.995 0.107 4.720
H -3.268 1.306 2.237
H -4.545 0.162 1.840
H -2.267 -0.737 2.801
H -3.652 -1.502 3.296
H -2.051 0.666 4.761
H -2.959 -0.544 5.590
O 5.400 6.158 -0.341
C 4.708 5.206 -0.142
O 4.019 4.578 -1.111
C 3.189 3.543 -0.564
C 3.838 3.175 0.772
C 4.424 4.522 1.204
H 3.233 2.724 -1.278
H 2.165 3.880 -0.401
H 4.615 2.423 0.648
H 3.079 2.841 1.476
H 5.345 4.496 1.776
H 3.697 5.181 1.684
O 0.478 0.204 -5.206
C -0.612 -0.285 -5.130
O -1.454 -0.297 -6.165
C -2.703 -0.944 -5.885
C -2.688 -1.225 -4.357
C -1.262 -0.917 -3.925
H -2.704 -1.825 -6.522
H -3.525 -0.266 -6.097
H -3.013 -2.252 -4.172
H -3.479 -0.644 -3.887
H -0.684 -1.763 -3.554
H -1.285 -0.200 -3.101
O 0.985 -4.767 6.302
C 0.249 -4.250 5.512
O -1.098 -4.298 5.646
C -1.783 -3.827 4.465
C -0.737 -2.876 3.850
C 0.578 -3.485 4.252
H -2.726 -3.358 4.729
H -1.996 -4.673 3.808
H -0.912 -1.847 4.163
H -0.806 -2.848 2.760
H 1.399 -2.785 4.390
H 0.926 -4.210 3.509
C -2.921 2.596 -1.718
O -3.471 1.698 -0.776
H -2.376 2.094 -2.526
H -3.727 3.160 -2.185
H -2.235 3.293 -1.227
H -2.803 1.086 -0.450
N 3.116 -1.203 2.027
C 3.602 -1.118 3.297
C 4.852 -1.695 3.318
C 5.161 -2.014 1.967
C 4.045 -1.765 1.200
H 2.222 -0.840 1.740
H 2.969 -0.713 4.070
H 5.485 -1.849 4.175
H 6.074 -2.473 1.621
H 3.802 -1.993 0.175
*
```

Atomic partial charges in e from the Mulliken method, atoms 1 to 6: number 1, P, carries 1.646; number 2, F, carries -0.623; number 3, F, carries -0.434; number 4, F, carries -0.316; number 5, F, carries -0.407; number 6, F, carries -0.130

---

No. 2
C41H66GeN10W as an isolated structure, computed with the ωB97M-V functional and the def2-TZVPD basis.

Properties
F_max (Eh/bohr): 0.0170
Gap between HOMO and LUMO (spin up / spin down) (eV): 4.6877 / 5.5681
Calculated total energy (Eh): -4293.17979

```
! RIJCOSX wB97M-V def2-TZVPD def2/J DEFGRID3
* xyz 0 3
W -0.324 -0.009 0.708
C -1.154 3.505 4.191
N -1.312 3.752 2.774
C -1.142 5.129 2.347
C -1.111 2.753 1.834
N -0.233 1.811 1.907
C 0.861 1.763 2.850
C 2.083 1.063 2.238
N 1.809 -0.010 1.224
C 2.696 0.296 0.072
C 2.682 -0.630 -1.125
N 1.340 -0.874 -1.622
C 1.218 -1.744 -2.544
N 2.378 -2.265 -3.211
C 2.315 -3.594 -3.794
C 2.788 -1.301 -4.243
N -0.042 -2.112 -3.056
C -1.100 -1.130 -2.858
C -0.535 -3.437 -2.668
C 2.000 -1.381 1.779
C 1.242 -2.465 1.000
N -0.099 -2.001 0.682
C -1.124 -2.893 0.779
N -2.382 -2.432 0.324
C -2.728 -1.023 0.320
C -3.546 -3.245 0.612
N -1.022 -4.187 1.295
C -0.453 -5.252 0.493
C -0.867 -4.377 2.729
N -1.979 2.723 0.776
C -1.488 2.589 -0.619
C -3.266 3.382 0.864
H -1.917 4.068 4.736
H -0.175 3.807 4.581
H -1.305 2.447 4.398
H -0.139 5.499 2.595
H -1.877 5.775 2.835
H -1.263 5.210 1.268
H 0.545 1.237 3.753
H 1.184 2.764 3.147
H 2.703 0.649 3.038
H 2.683 1.822 1.739
H 3.736 0.364 0.426
H 2.369 1.280 -0.247
H 3.188 -1.573 -0.901
H 3.314 -0.134 -1.867
H 2.221 -4.354 -3.021
H 3.259 -3.772 -4.310
H 1.499 -3.708 -4.520
H 2.828 -0.290 -3.841
H 2.088 -1.307 -5.090
H 3.781 -1.567 -4.607
H -0.847 -0.202 -3.354
H -1.276 -0.916 -1.802
H -2.014 -1.526 -3.305
H 0.275 -4.136 -2.499
H -1.175 -3.835 -3.458
H -1.115 -3.364 -1.742
H 1.593 -1.352 2.789
H 3.073 -1.617 1.836
H 1.228 -3.346 1.644
H 1.790 -2.760 0.097
H -2.029 -0.235 -0.171
H -3.138 -0.654 1.266
H -3.501 -0.902 -0.451
H -3.301 -4.299 0.526
H -4.337 -3.006 -0.101
H -3.938 -3.066 1.625
H -0.803 -5.174 -0.534
H -0.779 -6.220 0.886
H 0.649 -5.252 0.485
H -1.094 -3.448 3.247
H 0.156 -4.681 3.002
H -1.547 -5.156 3.095
H 0.548 2.620 -0.132
H -1.574 3.612 -1.036
H -2.225 1.972 -1.144
H -3.654 3.323 1.878
H -3.956 2.865 0.195
H -3.236 4.435 0.556
C -1.198 -0.479 2.712
H -1.727 -1.442 2.699
H -1.945 0.272 3.013
H -0.489 -0.546 3.554
C -0.097 1.965 -0.747
Ge 0.530 2.644 -2.501
C 0.286 4.609 -2.390
C 1.045 5.291 -1.436
C 0.890 6.654 -1.223
C -0.034 7.372 -1.972
C -0.785 6.717 -2.938
C -0.623 5.351 -3.143
C -0.548 2.015 -4.033
C -1.927 2.237 -4.046
C -2.738 1.714 -5.046
C -2.184 0.955 -6.067
C -0.815 0.726 -6.079
C -0.014 1.249 -5.073
C 2.419 2.615 -3.104
C 2.616 2.910 -4.459
C 3.883 3.041 -5.010
C 5.009 2.901 -4.208
C 4.842 2.663 -2.853
C 3.566 2.530 -2.315
H 1.781 4.752 -0.845
H 1.495 7.158 -0.478
H -0.160 8.436 -1.811
H -1.499 7.270 -3.538
H -1.208 4.865 -3.916
H -2.391 2.822 -3.260
H -3.805 1.900 -5.026
H -2.814 0.546 -6.847
H -0.370 0.127 -6.865
H 1.047 1.025 -5.089
H 1.760 3.060 -5.107
H 3.989 3.263 -6.065
H 6.001 3.000 -4.631
H 5.705 2.585 -2.203
H 3.493 2.381 -1.248
*
```

Atomic partial charges in e from the Mulliken method, atoms 1 to 6: number 1, W, carries 1.136; number 2, C, carries -1.117; number 3, N, carries 0.410; number 4, C, carries -1.031; number 5, C, carries -0.781; number 6, N, carries 0.481

---

No. 3
A 10-piece molecular cluster, C41H67BBr18N2O13S overall at a distorted geometry, computed with the ωB97M-V functional and the def2-TZVPD basis.

Properties
F_max (Eh/bohr): 0.0349
Gap between HOMO and LUMO (eV): 9.4821
Calculated total energy (Eh): -49445.57461

```
! RIJCOSX wB97M-V def2-TZVPD def2/J DEFGRID3
* xyz 0 1
C 1.596 -0.878 3.191
C 1.603 -0.674 1.695
O 2.611 -0.834 1.065
N 0.356 -0.365 1.034
C -0.763 -0.793 1.857
C -1.592 0.124 2.716
O -0.993 -1.975 1.872
C 0.247 0.906 0.275
C 0.116 2.235 1.071
C 0.744 2.336 2.444
O 0.106 2.660 3.408
O 2.083 2.079 2.531
C 1.410 1.106 -0.755
O 1.762 -0.052 -1.455
C 2.711 1.773 -0.350
C 3.721 1.769 -1.512
C 4.754 0.624 -1.424
C 4.950 -0.145 -2.741
S 4.312 -1.801 -2.717
O 4.196 -2.326 -1.387
O 3.146 -1.895 -3.549
O 5.519 -2.555 -3.448
O 0.829 1.979 -1.752
C -0.505 1.860 -1.759
O -1.181 2.491 -2.523
C -0.951 0.811 -0.751
C -2.392 1.159 -0.322
C -3.320 -0.056 -0.139
C -4.505 0.333 0.732
O -4.921 1.467 0.808
N -5.126 -0.696 1.457
C -5.033 -2.025 0.898
C -5.750 -2.399 -0.231
C -5.595 -3.666 -0.757
C -4.717 -4.569 -0.182
C -4.011 -4.202 0.956
C -4.173 -2.933 1.484
B -1.038 -0.512 -1.686
O -1.434 -0.392 -3.002
O -0.761 -1.750 -1.208
H 1.046 -0.111 3.729
H 1.238 -1.878 3.432
H 2.634 -0.827 3.512
H -2.522 -0.400 2.929
H -1.842 1.080 2.277
H -1.105 0.323 3.669
H -0.916 2.521 1.236
H 0.531 3.057 0.482
H 2.550 2.940 2.597
H 1.417 -0.853 -1.037
H 3.176 1.281 0.495
H 2.573 2.816 -0.066
H 4.277 2.707 -1.436
H 3.228 1.781 -2.482
H 4.400 -0.071 -0.661
H 5.722 0.985 -1.079
H 4.470 0.346 -3.584
H 6.018 -0.237 -2.927
H 5.401 -3.500 -3.270
H -2.484 1.772 0.568
H -2.828 1.764 -1.116
H -2.842 -0.897 0.359
H -3.780 -0.365 -1.081
H -6.101 -0.417 1.517
H -6.419 -1.690 -0.708
H -6.142 -3.943 -1.648
H -4.567 -5.556 -0.599
H -3.319 -4.885 1.436
H -3.615 -2.644 2.365
H -2.230 0.136 -3.120
H -0.946 -2.400 -1.898
Br 7.360 1.220 -5.680
C 9.211 0.921 -5.150
C 9.355 -0.325 -4.320
Br 8.717 -0.042 -2.506
H 9.534 1.811 -4.622
H 9.764 0.827 -6.078
H 10.403 -0.597 -4.221
H 8.796 -1.164 -4.723
Br -3.407 -5.238 5.775
C -4.551 -6.743 5.318
C -3.880 -7.675 4.346
Br -3.894 -6.928 2.553
H -5.473 -6.326 4.929
H -4.749 -7.249 6.260
H -4.425 -8.612 4.278
H -2.845 -7.876 4.604
Br 12.064 2.455 -6.178
C 11.938 4.335 -5.694
C 12.323 4.561 -4.257
Br 10.919 3.988 -3.039
H 10.920 4.644 -5.905
H 12.622 4.854 -6.361
H 12.464 5.623 -4.066
H 13.220 4.019 -3.978
Br -7.345 -8.726 4.648
C -8.600 -7.240 4.553
C -9.204 -7.111 3.180
Br -7.957 -6.314 1.919
H -8.059 -6.347 4.852
H -9.365 -7.465 5.291
H -10.060 -6.440 3.205
H -9.505 -8.069 2.769
Br -0.331 8.210 -1.437
C 0.099 6.493 -2.257
C 0.466 5.461 -1.230
Br 2.267 5.734 -0.528
H 0.896 6.677 -2.970
H -0.800 6.185 -2.788
H 0.480 4.474 -1.685
H -0.205 5.467 -0.376
Br -4.001 -6.997 9.297
C -2.364 -6.031 9.696
C -2.589 -4.941 10.709
Br -3.480 -3.401 9.928
H -1.992 -5.650 8.750
H -1.675 -6.776 10.087
H -1.637 -4.571 11.081
H -3.203 -5.270 11.542
Br -10.516 -3.506 -2.902
C -9.350 -1.975 -2.634
C -8.515 -1.684 -3.853
Br -7.051 -2.950 -4.041
H -8.746 -2.194 -1.759
H -10.012 -1.138 -2.421
H -8.046 -0.707 -3.766
H -9.089 -1.730 -4.772
Br -2.959 6.769 -5.422
C -1.784 8.308 -5.252
C -0.835 8.425 -6.414
Br 0.605 7.123 -6.293
H -1.262 8.193 -4.310
H -2.442 9.173 -5.205
H -0.350 9.398 -6.408
H -1.324 8.266 -7.369
Br 4.467 3.741 2.121
C 5.653 5.271 2.329
C 6.534 5.436 1.119
Br 7.968 4.125 1.082
H 6.212 5.111 3.244
H 5.002 6.134 2.446
H 7.023 6.407 1.142
H 5.985 5.325 0.189
*
```

Atomic partial charges in e from the Mulliken method, atoms 1 to 6: number 1, C, carries -1.547; number 2, C, carries 0.901; number 3, O, carries -0.478; number 4, N, carries 1.355; number 5, C, carries 0.047; number 6, C, carries -1.015